Here is C6H10O as an isolated structure from the OMol25 dataset. Energies are from wB97M-V/def2-TZVPD.

E_tot   -309.78354 Ha
Charge   0
Orbital gap   10.169 eV
Energy above the lowest of the compared OMol25 structures with the same formula, charge and spin   36.9 kcal per mole
LUMO level   1.06 eV

XYZ file:
```
17
C6H10O wB97M-V/def2-TZVPD
C -2.12 -0.19 0.32
C -0.68 -0.08 0.79
O -0.12 -1.39 1.09
C 1.01 -1.09 0.27
C 0.63 -0.90 -1.16
C 0.49 0.23 -0.16
C 1.25 1.52 -0.17
H -2.55 0.80 0.12
H -2.20 -0.81 -0.58
H -2.71 -0.67 1.11
H -0.62 0.58 1.66
H 2.01 -1.35 0.61
H 1.44 -0.76 -1.88
H -0.24 -1.44 -1.55
H 0.71 2.37 -0.62
H 1.51 1.77 0.87
H 2.20 1.39 -0.71
```



Here is C5H8N2 in the gas phase at a distorted geometry from the OMol25 dataset. Energies are from wB97M-V/def2-TZVPD.

E_tot   -304.74797 Ha
Charge   0
Orbital gap   8.190 eV
Energy above the lowest of the compared OMol25 structures with the same formula, charge and spin   54.9 kcal per mole
LUMO level   0.84 eV

XYZ file:
```
15
C5H8N2 wB97M-V/def2-TZVPD
C 1.85 0.16 0.92
C 0.51 -0.65 1.00
C 0.62 -1.21 -0.25
N -0.33 -0.70 -1.08
C -1.19 0.09 -0.33
N -2.29 0.66 -0.98
C -0.75 0.10 0.96
H 1.86 0.90 1.70
H 2.75 -0.45 0.92
H 1.89 0.74 -0.05
H 1.48 -1.75 -0.61
H -0.34 -0.80 -2.08
H -2.80 1.28 -0.35
H -2.00 1.20 -1.79
H -1.29 0.56 1.78
```



Here is a 9-piece molecular cluster, C6H29NO9 overall at a distorted geometry from the OMol25 dataset. Energies are from wB97M-V/def2-TZVPD.

E_tot   -977.91857 Ha
Charge   0
Orbital gap   9.985 eV
Energy above the lowest of the compared OMol25 structures with the same formula, charge and spin   52.2 kcal per mole
LUMO level   -0.07 eV

XYZ file:
```
45
C6H29NO9 wB97M-V/def2-TZVPD
C -3.00 1.84 1.12
C -2.15 0.64 1.54
C -1.66 0.85 3.01
C -0.94 0.46 0.56
C 0.01 1.66 0.59
N -0.26 -0.78 0.92
C 0.21 -1.61 -0.03
O -0.07 -1.41 -1.21
H -3.79 1.88 1.88
H -2.48 2.79 1.09
H -3.50 1.66 0.17
H -2.70 -0.30 1.50
H -2.10 1.78 3.38
H -0.59 0.94 3.14
H -2.08 0.07 3.65
H -1.46 0.42 -0.39
H -0.38 2.45 -0.05
H 0.07 2.06 1.61
H 1.05 1.32 0.63
H -0.01 -0.83 1.89
H 0.90 -2.40 0.27
O -1.20 -2.50 -4.41
H -1.23 -1.63 -3.97
H -1.95 -3.00 -4.07
O 3.89 1.55 2.04
H 4.25 2.37 1.69
H 3.44 1.15 1.28
O -0.17 0.04 -3.50
H 0.73 -0.08 -3.82
H -0.13 -0.30 -2.58
O -0.90 3.07 -2.59
H -1.28 3.33 -3.43
H -0.69 2.13 -2.61
O 2.45 0.75 -1.77
H 2.97 0.25 -2.41
H 2.26 1.64 -2.10
O -1.38 -4.62 -0.38
H -0.71 -3.97 -0.57
H -2.25 -4.21 -0.35
O 3.09 -0.63 0.60
H 3.88 -1.17 0.45
H 2.68 -0.51 -0.27
O 2.28 -2.70 2.33
H 2.17 -2.52 3.27
H 2.73 -1.93 1.94
```



Here is C3H7NOS in the gas phase at a distorted geometry from the OMol25 dataset. Energies are from wB97M-V/def2-TZVPD.

E_tot   -646.64082 Ha
Charge   0
Orbital gap   9.467 eV
Energy above the lowest of the compared OMol25 structures with the same formula, charge and spin   44.7 kcal per mole
LUMO level   0.78 eV

XYZ file:
```
13
C3H7NOS wB97M-V/def2-TZVPD
C 2.30 0.41 -1.32
S 0.96 0.69 -0.15
N -0.22 -0.32 -0.82
C -1.35 -0.55 -0.20
C -1.74 -0.04 1.15
O -0.97 -0.53 2.16
H 1.81 0.48 -2.29
H 2.71 -0.61 -1.22
H 3.08 1.17 -1.21
H -1.99 -1.26 -0.70
H -1.75 1.06 1.12
H -2.78 -0.36 1.35
H -0.07 -0.14 2.13
```



Question: Which value of energy above the lowest of the compared OMol25 structures with the same formula, charge and spin does entry 3 give?
Answer: 52.2 kcal per mole



Question: LUMO level of number 2 (C5H8N2)?
Answer: 0.84 eV